No. 1
Below is C25H27BClN7O4S4Zr as an isolated structure, with properties calculated with the ωB97M-V functional and the def2-TZVPD basis.

Net charge ... 0
Energy relative to the best compared isomer or geometry (same formula, charge and spin) ... 39.3 kJ/mol
HOMO level ... -7.747 eV

Atoms and positions in Å:
Zr: 0.25 -0.12 0.25
Cl: 2.90 -1.65 0.38
S: -0.43 3.58 -3.06
S: -1.18 -0.75 2.33
S: -0.93 2.17 -0.58
S: -2.40 -0.56 -0.92
O: 1.22 1.35 1.69
O: 6.18 5.17 2.12
O: 4.64 4.67 3.77
O: 1.95 1.16 -0.35
N: 0.26 1.07 -2.80
N: -3.40 -2.84 0.31
N: -3.86 -0.80 1.86
N: 0.13 -2.31 -0.67
N: -2.77 -3.12 -1.76
N: -3.09 1.21 2.17
N: 0.32 -0.07 -2.06
C: -2.76 -0.09 2.12
C: 4.11 2.90 0.12
C: 3.28 3.14 2.40
C: 0.99 -3.60 -2.48
C: 4.33 3.99 2.63
C: 0.14 -4.68 -0.53
C: -0.29 2.08 -2.17
C: 1.57 -1.45 1.62
C: 5.89 5.30 3.51
C: 5.17 3.76 0.37
C: -2.19 2.31 2.46
C: -2.88 -2.21 -0.75
C: 0.75 -4.77 -1.77
C: 0.63 -2.39 -1.91
C: -0.14 -3.43 0.00
C: -3.24 -4.34 -1.31
C: 5.25 4.29 1.63
C: 0.72 -1.13 -2.65
C: 3.18 2.59 1.11
C: -4.44 1.33 1.94
C: -4.91 0.08 1.75
C: 2.08 1.66 0.81
C: -2.31 -2.85 -3.10
C: -3.63 -4.15 -0.03
C: 0.15 3.11 -4.70
B: -3.97 -2.34 1.71
H: -0.10 -5.57 0.04
H: -0.58 -3.31 0.98
H: 5.83 6.36 3.77
H: 3.98 2.44 -0.85
H: 5.90 4.01 -0.39
H: -5.91 -0.27 1.53
H: -1.19 1.92 2.63
H: -1.99 -1.81 -3.15
H: 6.68 4.80 4.09
H: -3.35 -2.89 2.58
H: 2.55 2.90 3.16
H: -1.47 -3.51 -3.36
H: 2.01 -0.93 2.47
H: -2.17 3.01 1.62
H: 1.17 2.75 -4.66
H: 1.29 -2.46 1.92
H: -0.49 2.33 -5.12
H: -3.25 -5.21 -1.94
H: 0.09 4.01 -5.31
H: 1.02 -5.73 -2.19
H: -5.14 -2.62 1.72
H: -4.93 2.28 1.92
H: 1.44 -3.62 -3.47
H: -3.12 -3.01 -3.81
H: -4.06 -4.84 0.67
H: -2.54 2.83 3.36
H: 1.05 -1.12 -3.68

=====

No. 2
Below is C25H27BN7O2RuS5 as an isolated structure in a non-equilibrium geometry, with properties calculated with the ωB97M-V functional and the def2-TZVPD basis.

Spin multiplicity ... 2
Net charge ... 0
Energy relative to the best compared isomer or geometry (same formula, charge and spin) ... 115.7 kJ/mol
HOMO level (alpha / beta) ... -7.682 / -7.745 eV

Atoms and positions in Å:
Ru: -0.26 -0.31 0.62
S: 1.62 -4.62 1.96
S: -2.26 -1.97 0.70
S: 1.60 2.90 -2.01
S: 0.06 0.24 -1.93
S: -2.40 1.50 0.86
O: 1.89 -0.02 1.25
O: 3.07 -1.52 2.45
N: -0.54 -0.17 3.02
N: -3.22 1.15 -1.73
N: -3.02 -1.38 -1.86
N: -2.32 3.10 -1.34
N: 0.77 -2.48 0.82
N: 0.43 1.90 0.06
N: -1.83 -3.21 -1.70
C: -1.08 -4.31 -1.14
C: 1.41 4.87 2.02
C: -2.66 1.91 -0.78
C: 1.83 0.14 3.62
C: 3.46 -2.83 -1.69
C: 2.33 -0.54 2.33
C: 0.56 -3.27 1.82
C: 0.84 3.63 1.76
C: -3.18 1.84 -2.91
C: 2.26 5.02 -0.24
C: -2.88 -1.92 -3.12
C: -2.64 3.06 -2.68
C: -2.35 -2.16 -1.01
C: 2.40 -2.25 -1.04
C: 1.67 3.79 -0.51
C: 0.97 3.08 0.49
C: 1.86 -2.89 0.08
C: 3.53 -4.66 -0.12
C: 0.50 -0.48 4.01
C: 4.01 -4.03 -1.25
C: 2.45 -4.08 0.54
C: 0.66 1.65 -1.19
C: -2.15 -3.05 -3.03
C: -1.80 4.27 -0.66
C: 2.12 5.55 1.03
B: -3.97 -0.20 -1.50
H: -3.55 1.42 -3.83
H: -0.92 4.64 -1.18
H: 0.21 -0.13 5.01
H: 1.31 5.31 3.00
H: 2.57 6.51 1.25
H: 0.62 -1.56 4.07
H: 0.00 -4.15 -1.26
H: -0.78 0.82 3.07
H: 4.84 -4.47 -1.78
H: 3.88 -2.34 -2.56
H: -0.26 -3.13 2.51
H: 2.81 5.54 -1.01
H: 1.71 1.21 3.42
H: -4.28 -0.29 -0.36
H: -1.35 -5.23 -1.66
H: -1.86 -3.77 -3.77
H: -3.32 -1.44 -3.98
H: 2.57 -0.02 4.40
H: 0.28 3.09 2.51
H: -1.31 -4.40 -0.09
H: -2.46 3.89 -3.34
H: -1.39 -0.70 3.19
H: 1.98 -1.30 -1.35
H: -2.56 5.05 -0.62
H: -4.90 -0.23 -2.27
H: -1.53 3.99 0.35
H: 3.97 -5.58 0.25

=====

No. 3
Below is C25H27Br43O5 as an isolated structure in a non-equilibrium geometry, with properties calculated with the ωB97M-V functional and the def2-TZVPD basis.

Net charge ... 0
Energy relative to the best compared isomer or geometry (same formula, charge and spin) ... 0.0 kJ/mol
HOMO level ... -9.530 eV

Atoms and positions in Å:
Br: 7.33 -1.93 0.16
Br: -10.82 -4.69 2.38
Br: 2.13 5.75 2.46
Br: -10.55 -5.38 -0.72
Br: 4.87 -8.90 9.71
Br: -0.47 -10.86 2.85
Br: -2.98 4.81 -6.53
Br: 1.12 -11.46 5.55
Br: 1.34 -7.48 4.19
Br: 4.34 -7.57 5.20
Br: -4.35 3.24 -12.16
Br: -1.71 -10.01 5.65
Br: -3.14 2.74 -4.10
Br: 3.52 -5.57 2.85
Br: -8.14 3.59 -9.33
Br: -8.51 6.16 -11.17
Br: 4.81 -3.12 -1.39
Br: 6.73 -1.33 7.02
Br: 1.45 8.65 3.62
Br: -1.74 4.88 -11.35
Br: -7.48 -2.12 -0.60
Br: 3.74 2.26 3.02
Br: -4.53 5.54 -9.98
Br: 3.78 7.41 -5.46
Br: -0.59 4.63 -4.45
Br: 9.15 0.59 -0.66
Br: -9.76 -1.23 -2.63
Br: 11.64 2.59 -0.79
Br: 4.18 -1.55 5.10
Br: 4.69 -2.63 1.77
Br: -3.18 -2.37 0.16
Br: 1.71 -9.34 9.68
Br: -8.26 -6.27 1.31
Br: 6.50 2.01 1.44
Br: 3.28 4.57 -4.09
Br: 1.85 7.17 -2.95
Br: 6.36 1.23 4.52
Br: -9.43 3.30 -12.22
Br: 2.93 -6.48 9.00
Br: -10.03 -0.54 0.46
Br: 6.06 -4.08 5.58
Br: 2.08 8.21 0.51
Br: 9.09 3.09 -2.63
O: 0.67 0.26 -0.17
O: -1.40 -0.57 1.92
O: -1.99 2.13 1.96
O: -1.71 3.27 -0.68
O: -4.82 0.09 -0.95
C: 1.34 0.50 2.13
C: -2.14 0.04 1.02
C: -2.49 4.45 -4.70
C: 5.80 -3.09 0.27
C: 3.20 -8.38 8.92
C: -2.29 2.14 -0.34
C: 1.32 7.46 2.11
C: -0.28 -1.28 1.43
C: -3.09 1.57 -1.10
C: 0.08 4.66 0.03
C: 3.18 -7.27 3.69
C: 9.73 2.41 -0.95
C: -9.61 -4.96 0.90
C: -2.94 -0.51 0.22
C: -8.18 4.27 -11.13
C: 5.66 2.37 3.14
C: -8.82 -0.81 -1.01
C: -2.10 1.53 0.99
C: -3.74 0.35 -0.66
C: 0.87 -0.43 1.05
C: -3.43 4.18 -10.75
C: -0.31 3.33 -0.51
C: 3.41 6.48 -3.82
C: -0.61 -11.29 4.73
C: 5.34 -2.47 6.34
H: 6.16 -4.09 0.43
H: 0.91 -0.35 -0.86
H: -0.13 5.42 -0.68
H: 0.27 7.30 1.92
H: 5.90 3.38 3.41
H: 0.04 -1.91 2.22
H: -3.33 1.95 -2.07
H: 4.73 -2.76 7.18
H: -7.20 4.11 -11.55
H: -3.22 3.46 -9.98
H: -0.51 -1.94 0.61
H: 0.22 3.19 -1.43
H: -9.10 -4.02 0.74
H: -1.10 -12.25 4.80
H: 9.29 3.01 -0.18
H: 0.89 0.31 3.08
H: -2.97 5.19 -4.09
H: 0.07 2.59 0.16
H: 1.13 4.62 0.22
H: 3.41 -8.04 2.97
H: 2.39 0.41 2.22
H: -8.31 0.12 -1.17
H: 1.17 1.50 1.81
H: -0.39 4.86 0.97
H: 4.24 6.64 -3.17
H: 1.68 -1.11 0.87
H: 3.24 -8.64 7.87

=====

No. 4
Below is C25H27BrF3N7O3PtS as an isolated structure in a non-equilibrium geometry, with properties calculated with the ωB97M-V functional and the def2-TZVPD basis.

Net charge ... +2
Energy relative to the best compared isomer or geometry (same formula, charge and spin) ... 88.1 kJ/mol
HOMO level ... -12.804 eV

Atoms and positions in Å:
Pt: 0.36 -0.38 0.47
Br: -2.37 -1.08 2.09
S: 2.58 0.53 1.50
F: -6.91 4.44 -0.18
F: -7.39 3.32 -1.98
F: -6.21 5.13 -2.11
O: -0.11 0.13 -2.39
O: -0.37 -1.23 -4.11
O: -3.07 3.48 4.37
N: -0.34 -2.27 -0.68
N: 4.07 -0.98 -3.11
N: 3.26 -1.48 3.15
N: -0.69 1.10 2.02
N: 5.12 0.04 -1.33
N: 1.27 -1.65 1.88
N: 2.98 0.65 -1.91
C: -5.27 1.85 -1.03
C: 2.94 -1.35 -3.96
C: -1.05 3.20 3.10
C: -3.94 3.89 -1.17
C: -2.68 1.45 3.31
C: 3.04 -2.68 3.66
C: 2.39 -1.00 2.27
C: 4.03 -3.22 4.63
C: -0.30 2.35 2.32
C: 4.06 -0.09 -2.13
C: -2.86 1.75 -0.97
C: 1.03 -2.85 2.41
C: -1.70 1.01 -0.96
C: -1.85 0.69 2.51
C: -4.12 1.10 -0.91
C: -6.45 4.04 -1.37
C: 1.90 -3.42 3.30
C: -2.26 2.75 3.61
C: -0.59 0.36 -1.10
C: -2.79 3.16 -1.05
C: 0.12 -2.37 -2.08
C: -5.17 3.23 -1.18
C: 2.28 -2.65 -3.49
C: -0.20 -1.14 -2.94
C: 1.64 -2.62 -2.09
H: -2.71 4.36 4.55
H: 4.20 -4.29 4.48
H: 3.66 -3.09 5.65
H: 0.11 -3.34 2.11
H: 3.05 -3.42 -3.50
H: -6.24 1.37 -1.03
H: 5.95 -0.50 -1.47
H: -1.82 3.64 -1.08
H: 2.23 -0.52 -4.02
H: 3.01 1.37 -1.20
H: 1.53 -2.93 -4.23
H: -0.03 -3.10 -0.18
H: 2.10 -1.88 -1.43
H: 4.97 -2.68 4.54
H: 3.33 -1.49 -4.97
H: 1.71 -4.40 3.71
H: 2.21 0.66 -2.55
H: -4.16 0.03 -0.80
H: 0.65 2.65 1.91
H: 4.91 -1.52 -3.23
H: -1.35 -2.25 -0.64
H: 1.79 -3.59 -1.62
H: -0.68 4.20 3.32
H: -3.62 1.08 3.69
H: 5.10 0.68 -0.55
H: -3.91 4.97 -1.28
H: -0.37 -3.20 -2.59

=====

No. 5
Below is C25H27BrN4NaO4S2 as an isolated structure, with properties calculated with the ωB97M-V functional and the def2-TZVPD basis.

Net charge ... -1
HOMO level ... -4.536 eV

Atoms and positions in Å:
Br: 0.99 -3.98 0.66
S: -5.08 -3.38 0.54
S: -3.40 5.40 -3.41
Na: -0.85 -0.61 0.32
O: 0.11 -2.00 -2.23
O: -0.13 1.11 1.44
O: 2.79 1.97 -0.70
O: 1.09 1.80 3.19
N: 0.94 -1.44 1.72
N: -2.70 -1.92 0.82
N: -3.70 3.41 -5.09
N: -1.66 0.74 -1.42
C: 3.70 6.60 -1.36
C: 2.18 -3.01 3.04
C: -3.29 3.83 -3.88
C: 2.22 -1.03 -1.77
C: -1.97 1.72 -3.58
C: -1.46 0.75 -2.73
C: 2.80 5.55 -1.18
C: 1.96 -0.74 3.75
C: 0.67 0.96 2.39
C: -2.05 -3.05 -2.29
C: -0.67 -2.98 -2.90
C: -2.90 2.77 -1.65
C: 1.49 -2.12 -2.51
C: -3.70 -2.51 0.72
C: 5.53 5.08 -0.99
C: 1.42 -2.64 1.95
C: 2.33 3.09 -0.75
C: 3.26 4.27 -0.92
C: 2.45 -2.01 3.97
C: -2.37 1.74 -0.90
C: 0.86 3.35 -0.69
C: 4.63 4.04 -0.83
C: -2.71 2.76 -3.02
C: 1.20 -0.48 2.62
C: 5.06 6.36 -1.26
H: 6.59 4.90 -0.91
H: -0.17 -3.95 -2.83
H: 1.84 -0.05 -2.03
H: 1.74 5.74 -1.26
H: -2.49 1.72 0.18
H: 3.04 -2.24 4.85
H: -2.65 -3.80 -2.81
H: -1.99 -3.33 -1.23
H: -1.74 1.68 -4.63
H: -3.45 3.57 -1.18
H: 3.33 7.59 -1.56
H: 3.29 -1.05 -2.00
H: 2.15 0.08 4.43
H: 0.33 2.48 -0.29
H: 2.53 -4.02 3.16
H: 1.66 -2.05 -3.59
H: -0.85 -0.07 -3.12
H: 1.84 -3.11 -2.19
H: 4.97 3.03 -0.62
H: -2.57 -2.10 -2.35
H: 2.11 -1.14 -0.69
H: -4.14 4.08 -5.70
H: -0.72 -2.72 -3.97
H: 0.63 4.20 -0.05
H: 5.76 7.18 -1.39
H: -3.81 2.43 -5.28
H: 0.50 3.59 -1.70

=====

No. 6
Below is C25H27CaN5PSe3 as an isolated structure, with properties calculated with the ωB97M-V functional and the def2-TZVPD basis.

Net charge ... +1
Energy relative to the best compared isomer or geometry (same formula, charge and spin) ... 19.2 kJ/mol
HOMO level ... -10.903 eV

Atoms and positions in Å:
Se: 2.38 0.60 -0.33
Se: -0.33 3.99 -1.15
Se: 0.23 0.45 2.68
Ca: -0.32 0.37 0.01
P: 2.25 0.54 1.85
N: -2.17 -2.82 -2.59
N: -1.21 2.48 -0.78
N: -1.81 4.87 -1.46
N: -1.26 -1.55 -0.83
N: -1.68 -0.57 -2.85
C: -1.71 -1.67 -2.05
C: -2.86 -2.87 -3.87
C: 3.51 3.05 1.77
C: -4.20 4.44 -1.46
C: 5.38 -1.92 2.54
C: -2.51 2.71 -0.92
C: -1.08 -4.01 -0.77
C: 3.92 3.08 4.52
C: 3.09 1.98 2.55
C: 4.14 4.13 2.36
C: 4.81 -3.00 3.21
C: -5.17 3.50 -1.26
C: 2.65 -1.96 3.08
C: 3.29 1.99 3.93
C: -2.18 -4.05 -1.81
C: 4.59 -0.86 2.14
C: 3.45 -3.02 3.47
C: -3.55 1.76 -0.72
C: -2.39 -1.77 -4.81
C: -1.24 -2.73 0.03
C: -2.84 4.06 -1.30
C: 3.22 -0.88 2.41
C: 4.34 4.14 3.73
C: -2.46 -0.45 -4.07
C: -4.84 2.17 -0.89
H: -0.42 -2.62 0.74
H: 5.02 -0.02 1.62
H: -3.51 -0.19 -3.84
H: 1.59 -1.96 3.30
H: 4.84 4.99 4.19
H: -3.31 0.74 -0.43
H: -1.36 -1.96 -5.12
H: -6.21 3.76 -1.38
H: -0.11 -4.03 -1.25
H: 3.35 3.02 0.70
H: 4.47 4.96 1.75
H: 5.44 -3.83 3.52
H: 2.96 1.16 4.53
H: -1.15 -4.88 -0.12
H: -3.16 -4.18 -1.34
H: -1.49 0.31 -2.39
H: -5.64 1.46 -0.74
H: 3.01 -3.86 4.00
H: -3.95 -2.79 -3.70
H: 4.08 3.09 5.58
H: -2.04 0.36 -4.66
H: 6.44 -1.91 2.33
H: -2.67 -3.85 -4.31
H: -2.17 -2.77 0.62
H: -4.43 5.46 -1.74
H: -3.02 -1.74 -5.70
H: -2.03 -4.88 -2.50

=====

no.,energy (eV)
1,-102809.8766
2,-98326.9420
3,-3048418.7096
4,-135199.2508
5,-136648.2377
6,-257579.5395